# 1
{
  "formula": "C8H6N5O2",
  "method": "ωB97M-V/def2-TZVPD",
  "species": ["C", "C", "C", "C", "C", "C", "C", "C", "N", "N", "N", "N", "N", "O", "O", "H", "H", "H", "H", "H", "H"],
  "coordinates": [[-1.64654, 1.29921, -0.48281], [-1.67246, 1.11451, 0.89203], [-1.05061, 0.33858, -1.28504], [-1.09512, -0.00349, 1.45589], [-0.47814, -0.79179, -0.73363], [-0.47256, -0.96779, 0.65317], [2.35015, -2.53291, -1.39794], [1.06201, -2.74887, 1.08164], [2.17568, -1.99887, -0.10060], [3.56364, -2.08198, -1.84568], [4.00679, -1.34785, -0.84012], [3.21895, -1.27416, 0.19239], [0.03519, -2.07326, 1.27432], [1.53611, -3.22036, -1.98584], [1.58718, -3.72656, 1.50958], [-2.09819, 2.17710, -0.92435], [-2.14692, 1.85552, 1.52559], [-1.03225, 0.46720, -2.36060], [-1.10758, -0.15418, 2.52619], [-0.04252, -1.55230, -1.36278], [4.90046, -0.87660, -0.87058]],
  "forces_ev_per_a": [[-0.09, 0.14, -0.09], [-0.07, 0.18, -0.02], [-0.02, 0.09, -0.10], [0.07, 0.00, -0.03], [0.05, -0.01, 0.04], [0.00, 0.16, -0.13], [0.52, 0.47, 0.19], [0.77, 0.04, 0.10], [0.74, 0.09, -0.83], [-0.05, -0.20, -0.38], [-0.63, -0.08, 0.44], [0.33, 0.19, 0.64], [-1.15, 0.28, 0.55], [-0.64, -0.56, -0.38], [0.50, -0.60, -0.08], [-0.03, 0.06, -0.03], [0.00, -0.01, 0.02], [-0.02, 0.00, -0.03], [0.01, -0.06, 0.05], [0.04, -0.13, -0.09], [-0.33, -0.05, 0.17]],
  "total_charge": -1,
  "energy_ev": -19939.021,
  "relative_energy_kj_mol": 0.00
}


# 2
{
  "formula": "C14H17ClN4",
  "method": "ωB97M-V/def2-TZVPD",
  "species": ["Cl", "N", "N", "C", "C", "C", "C", "C", "C", "C", "C", "N", "N", "C", "C", "C", "C", "C", "C", "H", "H", "H", "H", "H", "H", "H", "H", "H", "H", "H", "H", "H", "H", "H", "H", "H"],
  "coordinates": [[-3.37667, -0.76656, 6.59978], [-2.42288, -2.20760, 4.55303], [-1.82797, 0.07475, 4.68313], [-1.34208, -3.55731, 2.75388], [-0.43649, -3.18115, 1.79241], [-0.08212, 2.87605, -1.03014], [-0.33657, 1.60877, -0.48686], [-2.50045, -0.99656, 5.11607], [-1.61318, -2.36350, 3.51811], [-1.03318, -0.10233, 3.66909], [-0.87418, -1.32177, 3.04997], [-0.17963, -1.82876, 1.96873], [-0.53832, 1.09278, 3.28243], [-1.05645, 1.37996, 0.83436], [0.56074, 3.06979, -2.42362], [-0.04711, 0.35354, -1.28483], [-0.01690, 1.38629, 1.95292], [0.58587, 1.74558, -3.18531], [1.06535, 0.60966, -2.33562], [-1.80246, -4.53061, 2.93248], [-0.01456, -3.78523, 0.99886], [-0.41862, 3.75324, -0.50137], [0.31450, -1.22420, 1.29655], [-0.94049, 1.84893, 3.82815], [-1.60409, 0.42300, 0.89131], [-1.75927, 2.17503, 1.01198], [1.60854, 3.46761, -2.23238], [0.03207, 3.83658, -2.98768], [-0.96856, 0.01759, -1.74823], [0.23332, -0.43262, -0.61478], [0.81190, 0.71120, 1.69600], [0.37449, 2.41172, 1.96999], [1.19631, 1.85774, -4.08124], [-0.42206, 1.53232, -3.52357], [2.03785, 0.87570, -1.89698], [1.19764, -0.30626, -2.95204]],
  "forces_ev_per_a": [[-0.09, -0.26, -0.46], [-1.87, 0.66, 2.58], [-1.80, -1.18, 2.08], [-0.03, 0.15, -0.01], [-0.98, 0.54, 0.90], [-0.50, -3.22, 0.31], [-0.37, 2.39, -1.59], [1.48, -1.42, -1.25], [-0.68, -1.14, 0.65], [0.13, 1.92, -1.01], [0.73, -0.86, -1.48], [1.62, 1.00, -1.54], [1.33, 0.80, -1.16], [0.53, -0.17, -0.23], [0.78, -0.09, 1.63], [1.26, 1.04, -0.04], [0.00, 0.49, 0.40], [0.27, 0.92, -0.64], [-0.64, -1.04, 0.08], [0.35, 0.43, -0.16], [0.11, 0.41, 0.09], [0.07, 0.19, 0.24], [-0.37, -0.93, 0.70], [0.20, -0.21, -0.30], [0.12, 0.30, -0.46], [-0.41, 0.33, 0.16], [-1.01, -0.43, -0.44], [-0.07, 0.05, 0.05], [-0.19, -0.07, -0.31], [0.31, -0.64, 0.51], [-0.04, 0.21, 0.19], [0.27, -0.39, 0.17], [0.07, 0.01, -0.08], [-0.30, -0.07, -0.15], [-0.30, -0.24, 0.21], [0.04, 0.52, 0.35]],
  "energy_ev": -33276.451,
  "smiles": "Clc1nc(NCCC2=CCCCC2)c2[nH]ccc2n1",
  "relative_energy_kj_mol": 16.02
}


# 3
{
  "formula": "C18H28Cl2NO6S2",
  "method": "ωB97M-V/def2-TZVPD",
  "species": ["C", "C", "N", "C", "C", "C", "S", "S", "C", "C", "C", "C", "C", "Cl", "C", "C", "Cl", "H", "H", "H", "H", "H", "H", "H", "H", "H", "H", "H", "H", "H", "H", "H", "H", "H", "H", "H", "H", "C", "C", "O", "C", "O", "O", "H", "H", "H", "H", "C", "C", "O", "C", "O", "O", "H", "H", "H", "H"],
  "coordinates": [[0.21072, -0.75737, 2.00987], [1.60311, -0.31246, 1.59257], [1.71282, 1.14887, 1.57272], [0.81483, 1.79277, 0.59842], [1.14887, 1.40884, -0.83977], [2.86568, 1.82843, 1.86275], [2.87621, 3.46255, 2.15348], [4.39286, 1.02795, 2.13300], [4.70025, -0.12829, 0.75371], [6.16602, -0.09289, 0.33738], [6.29856, -0.29574, -1.18418], [6.22232, 0.98743, -1.96071], [5.55613, 0.99183, -3.19995], [5.63453, -0.56568, -4.26765], [4.84663, 1.98896, -3.74540], [4.45947, 3.24651, -3.03381], [4.29824, 2.01490, -5.41682], [0.11792, -1.83010, 1.84104], [-0.57737, -0.26764, 1.44705], [0.04937, -0.55824, 3.06982], [2.30790, -0.66101, 2.34506], [1.88844, -0.75946, 0.64399], [-0.21145, 1.52647, 0.84120], [0.90299, 2.85957, 0.76401], [2.22580, 1.27124, -0.97200], [0.85128, 2.21475, -1.51016], [0.63634, 0.50220, -1.15915], [4.08842, 0.18403, -0.09058], [4.39423, -1.12452, 1.06675], [6.72832, -0.85603, 0.88308], [6.57370, 0.88648, 0.58981], [7.21667, -0.87809, -1.35645], [5.47538, -0.94035, -1.51241], [7.20123, 1.46349, -2.06643], [3.40714, 3.49346, -3.19700], [5.04273, 4.10492, -3.37722], [4.65881, 3.08552, -1.97447], [-4.06026, -3.09226, 0.05755], [-4.50986, -1.64152, 0.05087], [-3.26168, -0.94090, -0.00314], [-2.32122, -1.76064, -0.53019], [-1.23138, -1.41757, -0.84781], [-2.80462, -3.01959, -0.62997], [-4.72542, -3.76690, -0.47073], [-3.88698, -3.46200, 1.06884], [-5.08508, -1.39323, -0.84288], [-5.05504, -1.34726, 0.94041], [-8.89918, -0.07382, 2.00107], [-9.96378, -0.95910, 1.36864], [-9.17046, -1.93398, 0.68010], [-7.95477, -1.99409, 1.26061], [-7.12202, -2.80813, 1.02160], [-7.80659, -0.98890, 2.14996], [-9.16548, 0.32457, 2.97499], [-8.58562, 0.73567, 1.34106], [-10.57244, -1.47234, 2.11402], [-10.60321, -0.45129, 0.65346]],
  "forces_ev_per_a": [[0.00, -0.12, 0.14], [0.29, 0.21, 0.51], [0.38, -0.06, -0.91], [-0.17, 0.15, 0.27], [0.05, 0.05, -0.10], [-0.60, 0.03, 0.35], [0.04, 0.10, 0.00], [0.41, -0.11, 0.31], [-0.46, -0.04, 0.09], [0.02, 0.12, 0.01], [-0.18, -0.25, 0.13], [0.36, -0.27, -0.49], [-0.18, 0.31, 0.31], [-0.05, -0.40, -0.20], [-0.15, 0.26, -0.07], [0.11, -0.15, 0.22], [0.04, -0.09, -0.20], [-0.03, -0.04, 0.03], [-0.02, -0.09, -0.09], [-0.01, 0.05, 0.02], [0.15, -0.09, -0.06], [-0.03, 0.02, -0.26], [-0.05, 0.04, -0.03], [0.05, 0.04, -0.08], [-0.05, 0.06, 0.00], [-0.06, -0.01, -0.05], [0.05, -0.06, 0.04], [-0.05, 0.13, -0.03], [-0.03, -0.13, -0.14], [-0.01, 0.02, 0.11], [0.16, -0.04, 0.01], [0.05, 0.07, -0.13], [0.10, -0.15, 0.03], [-0.10, 0.34, 0.27], [-0.07, -0.06, -0.03], [0.07, 0.02, 0.03], [-0.03, 0.13, 0.03], [-0.03, 0.08, 0.06], [0.04, -0.04, -0.02], [-0.01, 0.07, -0.01], [-0.08, 0.04, 0.08], [0.04, -0.04, -0.07], [0.04, -0.10, -0.02], [0.01, 0.02, -0.05], [-0.01, -0.01, 0.01], [-0.04, -0.01, 0.01], [0.07, 0.01, 0.02], [-0.04, -0.05, -0.09], [0.07, 0.03, 0.08], [-0.08, -0.06, -0.04], [0.03, 0.06, 0.02], [-0.03, -0.08, -0.04], [0.06, 0.06, 0.05], [-0.01, -0.04, 0.03], [-0.02, 0.02, 0.00], [-0.02, 0.01, 0.01], [0.03, 0.01, -0.04]],
  "total_charge": -1,
  "energy_ev": -79610.036
}


# 4
{
  "formula": "C18H56BF4N10O9",
  "method": "ωB97M-V/def2-TZVPD",
  "species": ["B", "F", "F", "F", "F", "C", "C", "C", "O", "C", "N", "H", "H", "H", "H", "H", "H", "H", "H", "H", "H", "H", "C", "C", "C", "O", "C", "N", "H", "H", "H", "H", "H", "H", "H", "H", "H", "H", "H", "C", "C", "O", "H", "H", "H", "H", "H", "H", "C", "C", "O", "H", "H", "H", "H", "H", "H", "C", "C", "O", "H", "H", "H", "H", "H", "H", "C", "O", "N", "N", "H", "H", "H", "H", "C", "O", "N", "N", "H", "H", "H", "H", "C", "O", "N", "N", "H", "H", "H", "H", "C", "O", "N", "N", "H", "H", "H", "H"],
  "coordinates": [[-14.27790, 10.16335, -6.10807], [-13.01659, 10.14540, -6.65110], [-14.63569, 8.87068, -5.72784], [-14.27148, 10.97377, -4.98110], [-15.28186, 10.74542, -6.88601], [-13.12634, 8.25228, -3.25021], [-12.42795, 7.71439, -2.00332], [-12.63153, 6.17601, -1.81057], [-12.44958, 5.40830, -3.00995], [-13.63180, 5.14946, -3.78044], [-10.97714, 7.89765, -2.10337], [-13.17334, 9.33744, -3.14838], [-14.18649, 8.00814, -3.32092], [-12.55049, 8.00927, -4.14231], [-12.83225, 8.21521, -1.12269], [-13.57689, 5.84213, -1.38022], [-11.84018, 5.90397, -1.11157], [-14.41232, 5.90675, -3.70534], [-14.08393, 4.25597, -3.34605], [-13.35038, 4.96005, -4.81488], [-10.84320, 8.83754, -2.45224], [-10.70745, 7.24315, -2.82566], [-15.42469, 10.19855, -0.26187], [-14.72106, 11.04687, -1.32700], [-15.46173, 12.36807, -1.71993], [-15.83997, 13.29082, -0.67452], [-14.72144, 13.74036, 0.11871], [-13.39017, 11.31118, -0.90477], [-14.75292, 9.40399, 0.06439], [-16.33857, 9.73775, -0.63626], [-15.57248, 10.84390, 0.60423], [-14.75569, 10.51614, -2.28111], [-16.41251, 12.15823, -2.21037], [-14.86181, 12.90206, -2.45894], [-14.97416, 14.68430, 0.60293], [-13.88547, 14.01114, -0.52728], [-14.48989, 13.00615, 0.88963], [-12.85441, 10.47126, -1.09011], [-12.71501, 11.85489, -1.42607], [-17.68123, 7.75779, -3.24782], [-17.63975, 9.17964, -3.82320], [-17.49378, 9.19483, -5.21709], [-18.57773, 7.18312, -3.47696], [-17.60665, 7.82080, -2.16082], [-16.73717, 7.27741, -3.50733], [-16.77797, 9.69433, -3.39453], [-18.55372, 9.71884, -3.57327], [-16.58373, 8.93509, -5.38485], [-17.66194, 7.68615, -9.76846], [-16.65018, 8.30304, -8.75992], [-16.38515, 7.47811, -7.66938], [-18.08624, 8.43685, -10.43492], [-18.50475, 7.22449, -9.25203], [-17.23812, 6.87183, -10.35635], [-16.97532, 9.31533, -8.51994], [-15.75109, 8.29142, -9.37973], [-15.68121, 7.79757, -7.09893], [-9.53062, 8.90587, -4.80140], [-9.47255, 9.93579, -5.95700], [-8.12885, 9.82719, -6.50475], [-9.10781, 7.93744, -5.06688], [-10.55063, 8.82395, -4.42805], [-8.98860, 9.29359, -3.93856], [-9.61851, 10.97281, -5.65471], [-10.12837, 9.68252, -6.79045], [-7.92603, 10.67845, -6.89980], [-10.82419, 12.10899, -3.12143], [-10.67374, 10.99331, -2.69701], [-10.04203, 13.11048, -2.83670], [-11.73232, 12.41882, -4.05849], [-9.84848, 13.85168, -3.49257], [-9.28432, 12.88507, -2.20924], [-12.46138, 11.76053, -4.29275], [-11.74491, 13.36280, -4.41248], [-15.20881, 14.18156, -5.98422], [-15.40437, 15.38766, -6.07931], [-14.16174, 13.50647, -6.36521], [-16.06950, 13.38887, -5.42905], [-14.20118, 12.51307, -6.54522], [-13.61695, 14.16123, -6.90887], [-16.10881, 12.38180, -5.45079], [-16.90743, 13.84168, -5.09515], [-12.60295, 6.25657, -7.82321], [-12.45089, 5.32986, -8.59168], [-12.19126, 6.19463, -6.61471], [-13.13077, 7.43175, -8.16797], [-11.53757, 5.49057, -6.30979], [-12.39414, 7.01074, -6.05658], [-13.00739, 8.26641, -7.61517], [-13.47645, 7.40707, -9.11522], [-18.04241, 12.19477, -8.27806], [-19.00712, 12.79942, -8.68305], [-18.02636, 11.41215, -7.21728], [-16.84943, 12.37630, -8.82410], [-17.11030, 11.06103, -6.97633], [-18.83550, 11.19813, -6.65625], [-16.04937, 11.83559, -8.53439], [-16.83428, 13.21758, -9.38005]],
  "forces_ev_per_a": [[-0.11, 0.01, 1.24], [0.37, 0.03, -0.86], [-0.36, -0.69, -0.23], [0.38, 0.39, 1.26], [0.03, -0.21, -1.32], [-0.35, 0.78, 0.75], [-0.44, -1.54, -0.50], [-0.06, 0.11, -0.32], [0.27, 0.80, -0.30], [0.07, -0.56, 1.04], [-0.67, 0.11, 0.52], [0.42, 0.18, -0.31], [0.10, -0.47, -0.19], [-0.36, -0.14, -0.06], [0.12, 0.00, 0.20], [-0.29, 0.53, 0.17], [0.04, -0.36, -0.10], [0.33, 0.37, -0.18], [-0.13, -0.32, -0.21], [-0.07, 0.15, 0.16], [0.45, 0.13, 0.00], [0.42, 0.07, -0.20], [0.58, 0.51, -0.12], [-1.63, 1.20, -1.20], [-0.29, 0.12, 0.81], [0.92, -0.33, 0.23], [-0.84, 0.27, -0.45], [2.43, -1.07, 0.79], [0.03, -0.10, -0.10], [-0.14, 0.24, 0.13], [-0.44, -0.17, 0.08], [0.03, -0.29, -0.23], [0.01, -0.31, 0.03], [0.31, 0.02, -0.06], [-0.52, -0.07, 0.06], [0.31, -0.50, 0.03], [0.43, 0.01, -0.22], [-0.12, -0.86, 0.79], [-1.12, 1.31, -0.63], [0.53, 0.69, 0.63], [-0.07, -0.56, 0.42], [-0.29, 0.14, -0.35], [0.24, -0.02, -0.39], [-0.25, 0.12, 0.21], [-0.26, -0.46, -0.45], [-0.05, 0.21, 0.38], [0.03, 0.11, -0.01], [0.10, -0.13, -0.33], [-0.36, -0.42, 1.08], [0.23, -0.47, -1.96], [-1.01, -0.87, 0.56], [0.26, 0.13, 0.01], [-0.12, 0.15, 0.23], [0.29, 0.15, -0.03], [0.13, -0.03, 0.27], [0.43, 0.91, 0.06], [0.17, 0.32, -0.32], [-0.37, 1.32, -0.13], [1.24, -1.27, -0.13], [-0.05, 0.32, 0.21], [-0.17, 0.07, -0.29], [-0.02, -0.21, -0.39], [0.25, 0.00, -0.11], [-0.40, -0.15, 0.33], [-0.49, 0.04, 0.30], [0.13, -0.07, -0.13], [-1.34, -1.15, -2.51], [-0.11, -1.83, 1.56], [3.13, 2.89, 1.77], [-0.92, 0.28, -0.65], [-0.26, -0.11, 0.15], [-0.02, 0.07, -0.15], [-0.03, 0.15, -0.21], [-0.60, -0.30, -0.03], [-1.56, 1.27, 0.40], [0.75, 0.55, -0.22], [3.97, 0.46, -1.92], [-4.42, -1.49, 2.51], [0.16, 0.50, -0.09], [0.68, -0.89, -0.42], [0.53, 0.23, -0.10], [0.03, -0.16, -0.14], [0.14, -0.63, -2.96], [-0.24, -1.07, -1.36], [1.31, 0.48, 5.04], [-1.04, 0.86, -1.12], [-0.27, 0.18, -0.07], [0.43, -0.42, 0.54], [-0.17, 0.05, -0.39], [-0.03, 0.67, 0.23], [-1.09, 0.83, 0.48], [-1.69, 0.70, -0.61], [0.37, -1.63, 1.59], [1.83, 0.36, -1.43], [-0.71, -0.38, 0.57], [0.22, -0.02, -0.36], [0.09, 0.52, -0.20], [0.63, -0.39, -0.12]],
  "total_charge": -1,
  "energy_ev": -64459.901,
  "relative_energy_kj_mol": 161.95
}


# 5
{
  "formula": "C4H6ClN2O",
  "method": "ωB97M-V/def2-TZVPD",
  "species": ["C", "C", "C", "C", "N", "N", "O", "Cl", "H", "H", "H", "H", "H", "H"],
  "coordinates": [[0.58899, 0.78437, 1.32211], [0.00298, 1.60831, -0.75056], [0.89973, -0.55024, 0.67711], [-0.37374, -0.81046, -0.33148], [0.40490, 1.72033, 0.49360], [-0.59603, 0.43608, -1.02444], [-1.61039, -1.22246, 0.32325], [2.26206, -0.73111, -0.38104], [0.65563, 0.99707, 2.36060], [0.08838, 2.49131, -1.52110], [0.84387, -1.33153, 1.41690], [-0.02637, -1.64955, -1.01119], [-1.24543, 0.47497, -1.92635], [-1.89459, -2.21708, 0.35259]],
  "forces_ev_per_a": [[2.13, -0.65, -2.10], [-0.46, -1.01, -1.08], [-2.93, -0.85, -0.15], [-0.53, -2.02, 1.62], [-0.30, 2.06, 0.91], [-2.00, 1.80, -4.25], [0.50, -0.70, -0.29], [0.87, 0.48, 0.17], [-0.38, -0.09, 0.91], [-0.25, -2.01, 1.63], [0.34, -0.37, 0.15], [-0.32, 1.40, 0.44], [1.80, -0.63, 2.59], [1.54, 2.59, -0.54]],
  "total_charge": 1,
  "energy_ev": -21786.331,
  "smiles": "O[C@H]1[NH+]=CN=C[C@@H]1Cl",
  "relative_energy_kj_mol": 194.68
}


# 6
{
  "formula": "C6H6O",
  "method": "ωB97M-V/def2-TZVPD",
  "species": ["C", "C", "C", "C", "C", "C", "O", "H", "H", "H", "H", "H", "H"],
  "coordinates": [[-0.74497, -1.10450, -0.60474], [0.34505, -0.37575, -0.23094], [-0.56286, 0.71613, 0.21285], [-1.74259, -0.13470, -0.23997], [-0.49738, 1.72807, 1.05003], [1.74588, -0.67288, -0.30795], [-2.91841, 0.02405, -0.33373], [-0.78747, -2.13108, -1.08677], [-1.45491, 2.24686, 1.08278], [0.45665, 2.07756, 1.63230], [2.29171, 0.15048, -0.49124], [1.77148, -1.22661, -1.18128], [2.09782, -1.29763, 0.49864]],
  "forces_ev_per_a": [[1.29, -3.56, -1.57], [-3.55, 0.03, 0.38], [0.99, 0.25, 1.43], [0.57, 1.33, -0.69], [1.20, 1.27, 0.71], [-1.20, -1.71, 0.82], [-0.64, -0.10, 0.21], [-0.10, 1.28, 0.77], [0.34, 0.30, 0.83], [-2.05, -0.54, -1.45], [2.22, 2.94, -0.05], [0.72, -1.58, -1.79], [0.21, 0.10, 0.39]],
  "energy_ev": -8363.766,
  "relative_energy_kj_mol": 264.41
}


LUMO level across the listed records, respectively: 3.59, 0.58, 1.28, 2.03, -6.04, 0.46 eV.
Max |F| across the listed records, respectively: 1.30, 3.27, 0.99, 5.29, 5.03, 4.10 eV/A.